--- one ---
Computed, not measured: C5H4N2O2S in the gas phase, with the ωB97M-V functional and the def2-TZVPD basis.

Computed properties:
Molecular weight   156.17 g mol⁻¹
Frontier orbital gap (alpha / beta)   7.26 / 7.26 eV
SMILES   N#C/N=C/C=C\C=S(=O)=O

Geometry (Å):
C (0.398, 2.369, -1.803)
C (-1.077, 0.355, 0.643)
C (-0.909, -0.950, 0.778)
C (-0.466, 1.482, -0.008)
C (-0.026, -1.949, 0.480)
N (0.742, 3.180, -2.509)
N (-0.075, 1.361, -1.203)
O (1.918, -0.247, 0.118)
O (2.385, -2.658, -0.369)
S (1.486, -1.556, -0.155)
H (-1.921, 0.773, 1.262)
H (-1.771, -1.328, 1.369)
H (-0.448, 2.245, 0.703)
H (-0.236, -3.078, 0.693)

And the Löwdin charges, in e, turn out to be: C -0.394; C -0.090; C -0.215; C -0.128; C -0.232; N 0.162; N 0.112; O -0.267; O -0.305; S 0.835; H 0.127; H 0.130; H 0.120; H 0.144



--- two ---
Computed, not measured: C5H4N2O2S in the gas phase, with the ωB97M-V functional and the def2-TZVPD basis.

Computed properties:
Molecular weight   156.17 g mol⁻¹
Frontier orbital gap (alpha / beta)   6.89 / 6.77 eV

Geometry (Å):
C (-0.564, -2.001, 0.487)
C (-1.299, -1.043, -0.067)
C (0.501, 0.863, 0.006)
C (-2.390, -0.142, -0.213)
C (2.550, 0.028, -0.360)
N (0.217, -2.680, 1.063)
N (-2.042, 1.174, 0.132)
O (-3.560, -0.364, -0.472)
O (1.716, 0.896, 0.388)
S (-0.618, 1.924, 0.716)
H (3.188, -0.472, 0.388)
H (3.253, 0.563, -1.042)
H (1.796, -0.582, -0.940)
H (-2.748, 1.837, -0.085)

And the Löwdin charges, in e, turn out to be: C -0.277; C 0.126; C -0.435; C -0.577; C -0.057; N 0.164; N -0.271; O 0.069; O -0.166; S 1.037; H 0.103; H 0.104; H 0.102; H 0.078



Bottom line: one, by a margin of 0.0660 hartree.